95
Properties=species:S:1:pos:R:3:lowdin_spin:R:1 method="wB97M-V/def2-TZVPD" homo_ev="-12.049 / -12.050" s2=3.802 spin_multiplicity=4 total_energy_ha=-10719.44713 lumo_ev="-5.7 / -7.0" charge=+2 de_lowest_kcal_mol=0.0
Tc -0.317 -1.054 1.338 2.65
C 0.502 2.853 1.820 0.00
Sb -1.082 1.578 1.753 -0.03
C -2.166 2.326 3.320 -0.01
C -2.082 2.409 0.091 -0.01
C -3.488 2.075 -0.187 0.00
C -4.309 1.242 0.618 0.00
C -5.600 0.905 0.161 0.00
C -6.186 1.569 -0.869 0.00
C -5.544 2.617 -1.454 0.00
C -4.167 2.791 -1.182 0.00
C -3.509 3.968 -1.797 0.00
Sb -1.711 3.519 -3.118 0.00
C -0.349 4.914 -2.334 0.00
C -2.531 4.762 -4.740 0.00
H 0.814 2.760 2.828 0.00
H 0.200 3.925 1.674 0.00
H 1.392 2.550 1.173 0.00
H -3.070 2.922 3.091 0.00
H -1.463 2.916 3.881 0.00
H -2.544 1.583 4.026 0.00
H -1.507 2.247 -0.850 0.00
H -1.937 3.452 0.202 0.00
H -3.848 0.637 1.442 0.00
H -6.100 0.052 0.638 0.00
H -7.195 1.307 -1.173 0.00
H -6.134 3.291 -2.093 0.00
H -3.028 4.623 -1.067 0.00
H -4.278 4.425 -2.451 0.00
H -0.894 5.548 -1.676 0.00
H 0.081 5.557 -3.031 0.00
H 0.452 4.507 -1.737 0.00
H -3.447 4.258 -5.110 0.00
H -1.751 4.836 -5.508 0.00
H -2.749 5.736 -4.336 0.00
C 1.906 -3.928 1.918 0.00
C 0.675 -4.238 1.134 0.01
C 0.525 -5.550 0.653 0.00
C -0.566 -5.819 -0.172 0.01
C -1.510 -4.866 -0.460 0.00
C -2.615 -4.983 -1.285 0.02
Br -2.954 -6.700 -2.056 0.01
C -3.330 -3.919 -1.769 -0.01
C -3.050 -2.613 -1.302 0.02
Br -3.833 -1.161 -2.060 0.01
C -2.035 -2.484 -0.401 0.00
O -1.692 -1.219 0.039 0.17
C -1.232 -3.541 0.056 0.01
N -0.148 -3.258 0.858 0.01
H 2.739 -4.683 1.874 0.00
H 1.776 -3.705 3.003 0.00
H 2.367 -3.063 1.459 0.00
H 1.259 -6.341 0.785 0.00
H -0.636 -6.830 -0.561 0.00
H -4.043 -4.058 -2.579 0.00
C 4.357 -0.327 4.187 0.00
N 4.293 -0.137 2.745 0.01
C 3.145 -0.219 2.060 0.02
Se 1.585 -0.691 2.963 0.09
N 3.353 0.059 0.759 0.01
C 4.758 0.098 0.526 0.00
C 5.613 0.543 -0.496 0.00
C 6.940 0.611 -0.207 0.00
C 7.497 0.487 1.044 0.00
C 6.694 0.155 2.142 0.00
C 5.339 0.047 1.824 0.00
H 3.602 0.335 4.640 0.00
H 5.351 -0.128 4.610 0.00
H 4.170 -1.376 4.370 0.00
H 2.625 -0.271 0.171 0.00
H 5.251 0.699 -1.509 0.00
H 7.427 0.936 -1.156 0.00
H 8.605 0.437 1.231 0.00
H 7.058 0.118 3.146 0.00
F -2.400 -2.864 2.503 -0.01
C -1.874 -1.663 2.782 -0.04
F -2.840 -0.756 2.688 0.00
C -1.494 -1.674 4.261 0.00
F -1.145 -0.443 4.601 0.00
F -0.433 -2.447 4.525 0.00
F -2.548 -2.076 5.003 0.00
O 0.892 -0.507 -0.483 0.04
S 0.630 -1.479 -1.732 0.01
C 2.211 -1.741 -2.477 0.00
C 2.576 -0.589 -3.402 0.00
C 1.304 -0.185 -4.085 0.00
C 0.200 -0.269 -3.050 0.00
H 2.182 -2.734 -2.970 0.00
H 2.850 -1.959 -1.584 0.00
H 3.296 -0.930 -4.162 0.00
H 3.033 0.233 -2.867 0.00
H 0.973 -0.901 -4.887 0.00
H 1.479 0.802 -4.428 0.00
H -0.812 -0.414 -3.379 0.00
H 0.197 0.577 -2.381 0.00



147
Properties=species:S:1:pos:R:3:lowdin_spin:R:1 method="wB97M-V/def2-TZVPD" homo_ev="-10.018 / -10.018" s2=0.758 spin_multiplicity=2 total_energy_ha=-11187.60116 lumo_ev="-3.8 / -6.9"
C 4.786 -4.159 5.958 0.00
N 4.244 -2.965 5.347 0.00
C 4.916 -1.813 5.550 0.00
C 4.429 -0.648 4.960 0.00
C 3.371 -0.775 4.011 0.00
C 2.754 -2.016 3.797 0.00
C 3.218 -3.109 4.465 0.00
C 2.877 0.357 3.173 0.00
C 2.530 1.567 3.786 0.00
C 1.995 2.588 2.975 0.00
N 2.004 2.517 1.622 0.00
C 2.468 1.417 0.992 0.00
C 2.915 0.358 1.791 0.00
C 1.608 3.695 0.850 0.00
H 4.096 -4.980 5.767 0.00
H 4.853 -4.020 7.037 0.00
H 5.836 -4.246 5.679 0.00
H 5.806 -1.821 6.162 0.00
H 4.907 0.318 5.031 0.00
H 1.927 -2.139 3.114 0.00
H 2.742 -4.044 4.208 0.00
H 2.578 1.565 4.865 0.00
H 1.586 3.485 3.416 0.00
H 2.574 1.399 -0.082 0.00
H 3.264 -0.531 1.288 0.00
H 1.093 4.423 1.476 0.00
H 0.872 3.478 0.076 0.00
H 2.481 4.186 0.420 0.00
C -7.386 0.073 1.577 0.00
N -6.317 0.045 0.607 0.00
C -5.542 1.206 0.513 0.00
C -4.629 1.293 -0.524 0.00
C -4.444 0.230 -1.458 0.00
C -5.305 -0.904 -1.241 0.00
C -6.296 -0.982 -0.297 0.00
C -3.507 0.291 -2.520 0.00
C -2.916 -0.838 -3.063 0.00
C -2.034 -0.743 -4.140 0.00
N -1.858 0.475 -4.765 0.00
C -2.392 1.605 -4.251 0.00
C -3.082 1.551 -3.037 0.00
C -1.007 0.479 -6.005 0.00
H -7.200 0.788 2.379 0.00
H -7.623 -0.915 1.971 0.00
H -8.253 0.434 1.023 0.00
H -5.838 1.937 1.252 0.00
H -4.080 2.222 -0.493 0.00
H -5.175 -1.684 -1.977 0.00
H -7.077 -1.721 -0.192 0.00
H -3.102 -1.806 -2.622 0.00
H -1.533 -1.519 -4.700 0.00
H -2.422 2.546 -4.780 0.00
H -3.593 2.463 -2.763 0.00
H -1.717 0.500 -6.831 0.00
H -0.209 -0.262 -6.048 0.00
H -0.518 1.443 -5.863 0.00
C 2.803 0.242 -3.740 0.00
N 1.831 0.033 -2.602 0.00
C 0.762 0.872 -2.483 0.00
C -0.133 0.716 -1.362 0.00
C 0.084 -0.357 -0.463 0.00
C 1.189 -1.199 -0.626 0.00
C 2.039 -0.960 -1.682 0.00
C -0.866 -0.545 0.617 0.00
C -1.371 0.575 1.358 0.00
C -2.397 0.372 2.312 0.00
N -2.672 -0.834 2.693 0.00
C -2.263 -1.981 1.994 0.00
C -1.262 -1.849 0.999 0.00
C -3.641 -0.929 3.805 0.00
H 3.628 -0.470 -3.759 0.00
H 3.174 1.265 -3.683 0.00
H 2.203 0.205 -4.649 0.00
H 0.645 1.554 -3.312 0.00
H -1.036 1.307 -1.335 0.00
H 1.374 -1.950 0.128 0.00
H 2.904 -1.588 -1.837 0.00
H -1.021 1.549 1.049 0.00
H -2.585 1.183 3.000 0.00
H -2.699 -2.841 2.480 0.00
H -0.942 -2.790 0.576 0.00
H -3.492 -0.087 4.481 0.00
H -3.422 -1.896 4.257 0.00
H -4.633 -0.958 3.354 0.00
N 1.823 2.695 -5.122 0.13
S 2.322 2.538 -6.721 0.00
O 3.339 3.443 -7.318 0.00
O 1.445 1.803 -7.625 0.02
F 3.356 1.308 -6.454 0.00
S 1.941 4.218 -5.214 -0.02
O 1.184 4.858 -6.271 0.11
O 3.108 4.883 -4.665 0.23
F 0.825 4.526 -4.026 0.00
N -1.883 3.365 -0.233 0.00
S -2.480 4.422 0.993 0.00
O -3.587 5.337 0.774 0.00
O -1.394 4.782 1.930 0.00
F -3.281 3.201 1.779 0.00
S -1.757 4.431 -1.237 0.00
O -0.746 5.449 -1.051 0.00
O -2.985 4.724 -2.026 0.00
F -1.052 3.491 -2.404 0.00
N 3.648 -2.989 0.946 0.00
S 4.865 -3.086 0.163 0.00
O 4.687 -3.144 -1.260 0.00
O 6.122 -3.621 0.756 0.00
F 5.160 -1.464 0.208 0.00
S 3.148 -4.596 1.039 0.00
O 3.729 -5.414 2.102 0.00
O 2.783 -5.249 -0.225 0.00
F 1.707 -4.141 1.691 0.00
N -4.161 -4.339 1.840 0.00
S -4.321 -4.736 0.416 0.00
O -4.808 -3.693 -0.476 0.00
O -4.694 -6.123 0.139 0.00
F -2.719 -4.686 0.062 0.00
S -5.826 -4.078 2.075 0.00
O -6.830 -5.091 1.681 0.00
O -6.271 -2.706 2.096 0.00
F -5.812 -4.414 3.678 0.00
N 6.260 3.003 -1.393 0.17
S 5.004 3.226 -2.160 -0.02
O 3.702 3.180 -1.444 0.11
O 5.034 2.908 -3.577 0.25
F 5.322 4.788 -2.275 -0.01
S 6.042 1.364 -1.495 0.00
O 6.659 0.707 -2.635 0.02
O 4.762 0.801 -1.031 0.01
F 7.148 1.073 -0.328 0.00
N 0.541 -2.591 -4.841 0.00
S 0.538 -3.705 -3.870 0.00
O 1.474 -3.712 -2.772 0.00
O 0.122 -5.028 -4.317 0.00
F -0.818 -3.283 -3.069 0.00
S 1.944 -3.104 -5.581 0.00
O 1.788 -4.063 -6.659 0.00
O 3.155 -3.280 -4.746 0.00
F 2.373 -1.728 -6.412 0.00
N -2.062 2.305 6.980 0.00
S -0.632 1.656 6.293 0.00
O 0.440 2.600 6.038 0.00
O -0.840 0.589 5.349 0.00
F -0.246 0.785 7.587 0.00
S -2.296 3.350 5.973 0.00
O -2.570 2.913 4.607 0.00
O -1.570 4.637 6.171 0.00
F -3.736 3.774 6.502 0.00



119
Properties=species:S:1:pos:R:3:lowdin_charge:R:1 method="wB97M-V/def2-TZVPD" homo_ev=-9.559 total_energy_ha=-4969.84763 lumo_ev=-7.3 charge=+1 de_lowest_kcal_mol=540.0
Zr -4.827 -1.049 3.751 1.30
C -8.008 4.190 2.919 0.18
C -6.912 3.306 2.579 -0.32
C -6.912 2.673 1.192 -0.28
O -6.353 1.581 1.086 0.09
C -7.676 3.410 0.138 0.19
C -8.465 4.407 0.440 -0.33
C -8.724 4.788 1.916 -0.24
O -9.859 5.232 2.351 0.12
O -8.990 4.988 -0.538 0.18
O -6.263 2.645 3.360 0.10
H -8.234 4.343 3.964 0.16
H -7.470 3.097 -0.875 0.16
C 0.520 -0.136 -0.076 -0.12
C 0.344 -0.436 1.397 -0.41
O -0.967 -0.554 1.923 -0.20
H 1.523 0.181 -0.361 0.07
H -0.085 0.727 -0.354 0.07
H 0.351 -0.980 -0.744 0.07
H 0.847 0.435 1.816 0.12
H 0.962 -1.327 1.509 0.09
C 6.107 4.789 7.842 -0.05
C 7.053 3.625 7.582 -0.26
O 6.343 2.488 7.758 -0.02
C 5.683 1.795 6.756 -0.29
O 5.692 2.144 5.598 0.16
C 4.793 0.656 7.342 -0.53
F 3.512 0.844 6.944 0.15
F 5.187 -0.548 6.952 0.18
F 4.833 0.700 8.676 0.16
H 6.577 5.680 8.258 0.08
H 5.268 4.475 8.463 0.08
H 5.603 5.125 6.936 0.08
H 7.736 3.494 8.421 0.13
H 7.579 3.808 6.645 0.13
C 1.336 -2.493 -7.919 -0.05
C 1.227 -2.552 -6.408 -0.22
O -0.156 -2.408 -6.076 0.00
C -0.781 -1.189 -5.943 -0.27
O -0.231 -0.053 -6.014 0.10
C -2.334 -1.182 -5.774 -0.46
F -2.772 -0.522 -4.657 0.13
F -3.014 -0.476 -6.748 0.12
F -2.749 -2.460 -5.838 0.15
H 0.672 -1.741 -8.346 0.08
H 0.960 -3.474 -8.209 0.08
H 2.405 -2.383 -8.097 0.09
H 1.822 -1.859 -5.814 0.12
H 1.662 -3.521 -6.163 0.12
C -3.395 4.215 -8.591 -0.06
C -4.165 4.901 -7.547 -0.24
O -3.397 5.006 -6.358 0.01
C -3.990 5.395 -5.207 -0.30
O -5.219 5.536 -5.146 0.11
C -2.955 5.514 -4.002 -0.51
F -3.327 4.797 -2.959 0.18
F -1.736 5.155 -4.380 0.18
F -2.955 6.841 -3.591 0.11
H -3.971 4.246 -9.516 0.09
H -3.179 3.200 -8.257 0.09
H -2.492 4.761 -8.866 0.09
H -5.165 4.538 -7.312 0.13
H -4.235 5.949 -7.840 0.14
C 5.603 2.345 -4.584 -0.07
C 7.068 2.027 -4.528 -0.20
O 7.521 1.776 -3.211 0.03
C 7.570 2.734 -2.336 -0.42
O 7.273 3.871 -2.556 0.17
C 7.987 2.086 -0.985 -0.47
F 9.344 1.949 -1.032 0.14
F 7.763 2.998 -0.041 0.17
F 7.443 0.860 -0.675 0.14
H 5.277 2.366 -5.624 0.08
H 5.364 3.318 -4.155 0.08
H 5.030 1.590 -4.047 0.09
H 7.644 2.859 -4.932 0.13
H 7.265 1.097 -5.062 0.13
C -0.995 -2.451 10.047 -0.06
C -2.144 -1.459 10.293 -0.20
O -1.791 -0.159 9.837 0.04
C -2.051 0.314 8.604 -0.31
O -2.554 -0.365 7.660 0.07
C -1.830 1.805 8.444 -0.52
F -0.981 1.929 7.407 0.17
F -3.028 2.437 8.294 0.16
F -1.210 2.322 9.520 0.17
H -0.275 -2.312 10.853 0.08
H -0.461 -2.274 9.113 0.08
H -1.353 -3.479 9.987 0.08
H -2.197 -1.427 11.381 0.13
H -3.020 -1.965 9.889 0.12
C -7.950 -4.715 -3.167 -0.04
C -7.065 -4.271 -2.012 -0.25
O -5.980 -5.082 -1.870 0.02
C -5.127 -5.015 -0.836 -0.32
O -5.128 -4.158 0.055 0.10
C -4.013 -6.107 -0.916 -0.54
F -2.871 -5.731 -0.406 0.19
F -4.476 -7.099 -0.140 0.16
F -3.718 -6.594 -2.149 0.16
H -7.354 -4.694 -4.079 0.09
H -8.703 -3.937 -3.290 0.08
H -8.518 -5.642 -3.094 0.08
H -7.532 -4.376 -1.032 0.13
H -6.700 -3.256 -2.172 0.14
C 4.344 -5.671 0.726 -0.07
C 5.135 -4.550 0.118 -0.23
O 6.126 -5.158 -0.688 -0.01
C 5.663 -5.585 -1.936 -0.26
O 4.457 -5.658 -2.303 0.10
C 6.787 -6.360 -2.736 -0.44
F 6.733 -7.722 -2.397 0.12
F 6.578 -6.200 -4.031 0.19
F 7.945 -5.754 -2.273 0.12
H 4.936 -6.507 1.100 0.09
H 3.677 -6.201 0.046 0.07
H 3.675 -5.263 1.484 0.08
H 5.624 -3.988 0.914 0.13
H 4.560 -3.828 -0.462 0.13



89
Properties=species:S:1:pos:R:3:lowdin_spin:R:1 method="wB97M-V/def2-TZVPD" homo_ev="-15.142 / -15.128" s2=0.778 spin_multiplicity=2 total_energy_ha=-2109.49564 lumo_ev="-8.3 / -10.5" charge=+3 de_lowest_kcal_mol=0.1
Ir -0.822 -0.573 0.185 0.08
C 1.512 -1.556 0.738 0.01
C 1.568 -2.578 -0.376 0.09
C 2.628 -3.444 -0.378 0.01
C 2.814 -4.349 -1.434 0.18
C 1.876 -4.447 -2.449 -0.01
C 0.758 -3.632 -2.493 0.12
C -0.311 -3.966 -3.489 0.02
C 0.644 -2.597 -1.496 0.10
N -0.330 -1.656 -1.478 0.27
C -1.041 -1.143 -2.608 0.02
O -0.679 -1.211 -3.744 0.08
C -2.265 -0.345 -2.202 0.00
C -3.278 0.070 -3.039 0.00
C -4.287 0.878 -2.502 0.00
C -4.257 1.270 -1.169 0.00
C -3.207 0.829 -0.377 0.00
N -2.282 0.046 -0.920 0.00
C -2.922 1.217 1.073 0.00
O -3.677 1.969 1.642 0.00
N -1.761 0.661 1.543 0.00
C -1.119 1.297 2.657 0.00
C -0.767 2.651 2.589 0.00
C -1.150 3.538 1.439 0.00
C -0.074 3.205 3.663 0.00
C 0.254 2.456 4.779 0.00
C -0.122 1.124 4.843 0.00
C -0.812 0.540 3.791 0.00
C -1.240 -0.897 3.892 0.00
H 2.117 -1.897 1.580 0.00
H 0.521 -1.463 1.313 0.00
H 1.904 -0.582 0.449 0.00
H 3.348 -3.417 0.430 0.00
H 3.673 -5.007 -1.429 0.01
H 1.989 -5.214 -3.204 0.00
H -0.281 -5.035 -3.693 0.00
H -0.156 -3.440 -4.430 0.01
H -1.310 -3.716 -3.134 0.00
H -3.270 -0.219 -4.082 0.00
H -5.093 1.214 -3.141 0.00
H -5.009 1.914 -0.732 0.00
H -1.159 3.003 0.489 0.00
H -0.454 4.373 1.353 0.00
H -2.147 3.952 1.592 0.00
H 0.195 4.253 3.624 0.00
H 0.783 2.912 5.604 0.00
H 0.107 0.539 5.726 0.00
H -1.038 -1.292 4.887 0.00
H -0.684 -1.508 3.170 0.00
H -2.315 -1.000 3.695 0.00
N -2.896 -4.548 2.989 0.00
C -1.650 -4.162 2.215 0.00
C -1.950 -3.534 0.860 0.00
N -2.209 -2.061 0.877 0.00
H -2.643 -4.963 3.892 0.00
H -3.456 -5.244 2.488 0.00
H -3.504 -3.750 3.194 0.00
H -1.087 -5.084 2.081 0.00
H -1.080 -3.502 2.865 0.00
H -2.804 -4.039 0.403 0.00
H -1.099 -3.727 0.207 0.00
H -2.419 -1.709 1.814 0.00
H -3.054 -1.891 0.333 0.00
C 2.889 4.067 -2.759 0.00
N 1.766 3.196 -2.436 0.00
N 1.792 2.356 -1.355 0.00
C 0.595 1.731 -1.259 0.00
O 0.423 0.945 -0.243 0.00
C -0.196 2.176 -2.323 0.00
C 0.574 3.093 -3.030 0.00
C 0.215 3.897 -4.229 0.00
C 2.921 2.189 -0.490 0.00
C 4.068 1.575 -0.974 0.00
C 5.152 1.416 -0.123 0.00
C 5.070 1.847 1.195 0.00
C 3.908 2.443 1.669 0.00
C 2.824 2.624 0.824 0.00
H 3.318 4.457 -1.838 0.00
H 2.511 4.895 -3.350 0.00
H 3.651 3.532 -3.323 0.00
H -1.218 1.927 -2.542 0.00
H -0.755 3.585 -4.606 0.00
H 0.949 3.772 -5.025 0.00
H 0.157 4.958 -3.983 0.00
H 4.114 1.238 -2.002 0.00
H 6.062 0.961 -0.491 0.00
H 5.921 1.729 1.852 0.00
H 3.851 2.785 2.694 0.00
H 1.913 3.092 1.176 0.00